Record 1
8 unconnected molecules or ions with the total composition C26H71N3O8 at a distorted geometry. Source: OMol25; level of theory: wB97M-V/def2-TZVPD.

```
! RIJCOSX wB97M-V def2-TZVPD def2/J DEFGRID3
* xyz 0 1
C -0.8236 2.2070 -4.0843
O 0.1301 1.1617 -4.0810
C -0.0002 0.3239 -5.1979
C 0.6375 -1.0445 -4.7964
C 0.5476 -2.0270 -5.9675
N 0.0308 -1.6183 -3.5739
H -1.7902 1.8390 -4.5005
H -0.4608 3.0549 -4.6947
H -1.1154 2.5574 -3.0396
H -1.0719 0.1276 -5.3884
H 0.4478 0.8378 -6.0955
H 1.7628 -0.8963 -4.5641
H 1.1272 -2.9268 -5.7796
H 0.9534 -1.4743 -6.8031
H -0.5110 -2.3376 -6.2074
H 0.1282 -0.9320 -2.8354
H -0.9165 -1.8386 -3.8369
C -0.8311 -4.6313 3.1880
O -1.5272 -3.5156 3.5664
C -0.7188 -2.3718 3.9342
C -1.5346 -1.3484 4.7185
C -1.3867 -1.6863 6.2189
N -2.9420 -1.2996 4.2985
H -0.1735 -4.9850 4.0354
H -0.1015 -4.5056 2.2880
H -1.4248 -5.4639 2.8705
H 0.0445 -2.6954 4.5979
H -0.2126 -1.8945 3.0526
H -1.0082 -0.3937 4.3943
H -1.8181 -2.6698 6.3261
H -1.9798 -0.9883 6.7639
H -0.3238 -1.5949 6.5149
H -3.1467 -1.9699 3.5884
H -3.2671 -0.3881 3.9516
C -3.5141 0.4597 -2.0787
O -2.6524 -0.5175 -1.5285
C -3.2265 -1.7575 -1.9082
C -2.4483 -2.9679 -1.3323
C -2.9989 -4.3589 -1.4999
N -2.1687 -2.7684 0.1202
H -3.3332 0.5663 -3.1858
H -3.3183 1.3816 -1.6475
H -4.5240 0.1109 -2.0008
H -4.2618 -1.7585 -1.5709
H -3.2410 -1.8878 -3.0183
H -1.4592 -3.0130 -1.7423
H -2.5604 -5.0779 -0.8810
H -2.9927 -4.7633 -2.5570
H -4.0368 -4.3657 -1.0457
H -2.3861 -1.7421 0.4203
H -2.7149 -3.4397 0.6695
C -2.2228 1.7307 1.7304
C -1.6959 3.0257 1.1189
C -1.9141 4.2349 2.0154
O -0.3839 2.8951 0.7434
H -1.5946 1.3468 2.6235
H -1.9498 0.9574 1.0080
H -3.3239 1.6778 2.0286
H -2.4181 3.1494 0.2237
H -1.0512 4.8802 1.7052
H -1.7746 4.0907 3.0904
H -2.7985 4.8223 1.6804
H -0.2375 1.9440 0.6245
C 4.0035 2.7498 4.1790
C 3.1893 3.3350 5.3177
C 3.9737 3.5087 6.6209
O 2.6940 4.6227 4.9533
H 3.3456 2.8524 3.3213
H 4.1942 1.7130 4.3679
H 4.9623 3.2681 4.0499
H 2.3009 2.6940 5.5009
H 4.6956 4.2997 6.4914
H 4.5325 2.5868 6.9279
H 3.3320 3.7755 7.4458
H 3.1657 5.2680 5.4773
C 2.4260 3.9271 -0.9416
C 2.2560 4.7540 -2.1898
C 0.8631 5.1198 -2.4840
O 3.1145 5.8827 -2.1646
H 3.4429 3.6903 -0.7529
H 1.7805 3.0542 -1.0088
H 2.0020 4.4162 -0.0344
H 2.5874 4.1178 -3.0447
H 0.7591 5.7284 -3.4057
H 0.3964 5.6973 -1.6284
H 0.1959 4.1716 -2.4475
H 3.3032 6.2228 -1.2452
C 1.5003 -1.7836 -0.2438
C 1.1914 -0.3138 0.2906
C 2.4455 0.6354 0.2007
O 0.2004 0.3420 -0.5387
H 0.5712 -2.3893 -0.0477
H 2.4004 -2.1930 0.2200
H 1.7656 -1.6675 -1.2829
H 0.8811 -0.4255 1.3150
H 2.6083 0.9259 -0.8493
H 3.3250 0.1402 0.6227
H 2.3420 1.6288 0.7105
H -0.5252 -0.2899 -0.7502
C 0.4774 -5.5285 -2.9748
C 1.7450 -5.0862 -3.6453
O 2.1048 -3.8150 -3.2072
H -0.4305 -5.0884 -3.3940
H 0.5585 -5.3057 -1.9239
H 0.3126 -6.6457 -3.1047
H 1.5884 -5.1421 -4.7501
H 2.5136 -5.7937 -3.2881
H 1.3861 -3.1275 -3.3320
*
```

Calculated values
energy above the lowest of the compared OMol25 structures with the same formula, charge and spin = 127.9 kJ/mol
HOMO level = -9.108 eV
SMILES string = COC[C@H](C)N.COC[C@H](C)N.COC[C@H](C)N.CC(C)O.CC(C)O.CC(C)O.CC(C)O.CCO

Record 2
7 unconnected molecules or ions with the total composition C26H71N5O7 at a distorted geometry. Source: OMol25; level of theory: wB97M-V/def2-TZVPD.

```
! RIJCOSX wB97M-V def2-TZVPD def2/J DEFGRID3
* xyz 0 1
C -3.4331 -3.0142 -2.7719
O -2.9846 -2.0084 -3.6510
C -2.6531 -0.7851 -3.0131
C -1.8981 0.0633 -3.9267
C -1.6437 1.3773 -3.2793
N -2.5889 0.3477 -5.2373
H -4.5134 -2.9238 -2.4962
H -2.8433 -3.1761 -1.8038
H -3.2477 -4.0019 -3.2437
H -3.6183 -0.3443 -2.8286
H -2.0799 -0.8547 -2.0241
H -0.9213 -0.2737 -4.1329
H -0.9333 1.9537 -3.9369
H -1.2161 1.1811 -2.2736
H -2.5564 1.9566 -3.1275
H -2.6217 -0.3827 -5.8992
H -3.4150 0.9255 -5.0943
C 2.8701 1.5054 -4.9331
O 2.6594 1.3803 -3.5380
C 3.2362 0.2343 -2.9577
C 2.4358 -1.0309 -3.1178
C 1.1713 -0.8245 -2.2820
N 3.2894 -2.1549 -2.5393
H 2.6645 0.5039 -5.3009
H 3.8515 1.8643 -5.2232
H 2.1535 2.1235 -5.4306
H 4.2525 0.1007 -3.3913
H 3.4017 0.3910 -1.9313
H 2.2241 -1.3917 -4.1172
H 1.5750 -0.8319 -1.2258
H 0.2784 -1.4643 -2.3442
H 0.8935 0.2061 -2.5442
H 2.6834 -2.9191 -2.2183
H 3.9270 -2.4879 -3.3082
C 2.4041 -3.1017 2.4566
O 1.9670 -4.2496 1.7919
C 1.9618 -4.0265 0.4031
C 1.9147 -5.3613 -0.3533
C 3.2792 -5.9319 -0.5766
N 1.3208 -5.0522 -1.6798
H 3.4993 -2.9911 2.2875
H 2.2019 -3.1785 3.5255
H 1.9376 -2.1989 2.0630
H 1.0025 -3.6008 0.1092
H 2.8191 -3.4064 0.0782
H 1.2233 -5.9928 0.2276
H 3.8545 -5.3342 -1.2332
H 3.3374 -6.8826 -1.0503
H 3.7894 -5.9647 0.3974
H 1.2409 -5.8343 -2.3139
H 0.4008 -4.6418 -1.5816
C -2.2130 4.0878 -0.5730
O -2.8423 3.5800 0.5729
C -3.9168 4.2849 1.1507
C -4.7970 3.4173 2.1092
C -4.1480 3.0848 3.5064
N -5.2924 2.2870 1.2987
H -1.4534 3.3378 -0.7565
H -1.7931 5.0779 -0.3837
H -2.8712 4.1336 -1.4607
H -3.5201 5.1525 1.7039
H -4.5886 4.6824 0.3682
H -5.6545 4.0694 2.3896
H -3.3252 2.3745 3.4785
H -4.9100 2.6785 4.1960
H -3.7705 4.0033 3.8734
H -6.1580 2.0319 1.7336
H -4.6780 1.4722 1.2343
C 2.4730 4.5881 -1.5037
O 2.6845 4.3072 -0.1267
C 2.4883 2.9950 0.1937
C 3.6238 2.4074 1.0407
C 4.9543 2.1651 0.1782
N 3.1085 1.1289 1.6797
H 3.2571 4.0443 -2.1110
H 2.5964 5.6416 -1.6237
H 1.5059 4.4098 -1.8784
H 1.4814 2.8975 0.7261
H 2.3030 2.4229 -0.7075
H 3.8045 3.0831 1.8530
H 5.0974 2.8917 -0.6082
H 4.8114 1.1228 -0.1732
H 5.7148 2.2398 0.9156
H 2.9370 0.3923 0.9882
H 3.8243 0.8313 2.3334
C -1.6483 -1.2756 1.0158
C -1.9474 0.1678 1.3585
C -0.6300 0.9901 1.3478
O -2.9780 0.6097 0.4764
H -2.6033 -1.7371 0.7828
H -1.1916 -1.8318 1.8229
H -1.0131 -1.2273 0.1276
H -2.3420 0.1794 2.3975
H -0.7621 1.9885 1.7908
H -0.1457 1.1840 0.3879
H 0.1301 0.4833 1.9229
H -2.8317 1.5201 0.3016
C -1.4591 -2.3962 5.2987
C -1.0746 -0.9776 5.7035
C -0.6211 -0.9233 7.1279
O -0.1358 -0.5815 4.7099
H -1.7202 -2.3198 4.2421
H -2.4185 -2.6704 5.7540
H -0.6844 -3.1769 5.4772
H -1.9464 -0.3545 5.6124
H -0.0416 0.0073 7.3653
H 0.0843 -1.7168 7.3473
H -1.4282 -1.0627 7.7998
H 0.1216 0.3016 4.8042
*
```

Calculated values
energy above the lowest of the compared OMol25 structures with the same formula, charge and spin = 196.6 kJ/mol
HOMO level = -8.795 eV
SMILES string = COC[C@H](C)N.COC[C@H](C)N.COC[C@H](C)N.COC[C@H](C)N.COC[C@H](C)N.CC(C)O.CC(C)O

Record 3
9 unconnected molecules or ions with the total composition C26H72ClN8O16 at a distorted geometry. Source: OMol25; level of theory: wB97M-V/def2-TZVPD.

```
! RIJCOSX wB97M-V def2-TZVPD def2/J DEFGRID3
* xyz -1 1
Cl 2.4914 -10.5921 -4.7702
O 3.1518 -9.6993 -3.8040
O 1.0989 -10.3253 -4.6999
O 3.0118 -10.2542 -6.0469
O 2.7678 -12.0078 -4.4929
C 2.0548 -3.5597 1.7035
O 2.9058 -2.4563 1.8440
C 2.2206 -1.1705 1.7046
C 2.0767 -0.9102 0.1630
N 3.3735 -0.8796 -0.5093
C 3.4940 -1.1837 -1.8962
C 5.0299 -1.4297 -2.2027
O 5.5242 -2.4399 -1.3169
C 4.8288 -3.6973 -1.4135
H 2.6442 -4.4512 1.9179
H 1.7549 -3.7204 0.6679
H 1.1846 -3.5662 2.3598
H 2.7551 -0.2633 1.9862
H 1.2447 -1.2839 2.1768
H 1.7488 0.1237 0.0558
H 1.2298 -1.5006 -0.1866
H 3.8104 -1.6610 -0.0417
H 3.1175 -0.3092 -2.4268
H 2.7410 -1.8832 -2.2593
H 5.7198 -0.5859 -2.1886
H 5.1611 -1.8717 -3.1904
H 4.5395 -3.9316 -2.4380
H 3.9189 -3.5688 -0.8273
H 5.4426 -4.5289 -1.0674
C 3.1863 -1.3159 -10.1709
O 2.8362 -2.6538 -10.5201
C 3.8270 -3.5865 -10.0254
C 3.4331 -5.0540 -10.3740
N 3.6851 -5.4579 -11.8080
C 3.3488 -6.7694 -12.2663
C 3.6402 -6.9399 -13.7305
O 3.0839 -5.7998 -14.4136
C 2.8509 -6.1419 -15.7626
H 3.0300 -1.1380 -9.1069
H 2.5402 -0.5976 -10.6758
H 4.2376 -1.0288 -10.1498
H 3.9474 -3.4161 -8.9556
H 4.8295 -3.3956 -10.4084
H 2.3702 -5.2058 -10.1861
H 3.8813 -5.8824 -9.8254
H 3.4193 -4.7954 -12.5224
H 2.2824 -6.9464 -12.1273
H 3.9787 -7.4784 -11.7290
H 3.2533 -7.8678 -14.1518
H 4.6814 -6.9901 -14.0492
H 2.6341 -5.2477 -16.3469
H 2.0373 -6.8672 -15.7615
H 3.7076 -6.5837 -16.2713
C -7.9174 -14.9465 -7.6423
O -6.9491 -15.9334 -7.3454
C -5.9300 -16.0601 -8.3395
C -4.4755 -15.9405 -7.7350
N -4.0753 -16.7004 -6.5201
C -2.6646 -16.4192 -6.2894
C -2.2658 -16.6731 -4.7429
O -2.5024 -18.0081 -4.3978
C -1.7076 -18.4635 -3.3492
H -8.4910 -15.3500 -8.4766
H -7.5570 -13.9280 -7.7865
H -8.5780 -14.7779 -6.7919
H -6.1270 -15.3955 -9.1807
H -5.9603 -17.1115 -8.6257
H -4.3622 -14.8564 -7.7365
H -3.7424 -16.3232 -8.4452
H -4.1751 -17.6359 -6.8876
H -2.4449 -15.3614 -6.4340
H -2.0008 -17.0101 -6.9205
H -2.8996 -16.0329 -4.1292
H -1.2505 -16.2837 -4.8181
H -1.9849 -19.5121 -3.2416
H -1.9408 -18.0089 -2.3864
H -0.6401 -18.4327 -3.5672
C -2.5388 -2.2733 -3.5250
O -2.4532 -3.3424 -2.6006
C -3.0238 -4.5746 -2.8840
C -3.0764 -5.3483 -1.5229
N -4.4356 -5.3808 -0.9153
C -4.8353 -4.0603 -0.2967
C -6.1910 -4.1029 0.3507
O -6.1217 -4.7086 1.6208
C -5.4092 -4.0055 2.6403
H -2.1203 -1.3341 -3.1634
H -3.5667 -2.0391 -3.8023
H -1.9530 -2.7412 -4.3162
H -2.4122 -5.0648 -3.6414
H -4.0199 -4.5004 -3.3205
H -2.2578 -5.0494 -0.8682
H -2.8822 -6.4032 -1.7171
H -5.1795 -5.4815 -1.5910
H -4.8792 -3.4154 -1.1744
H -4.0719 -3.6366 0.3558
H -6.8502 -4.6573 -0.3173
H -6.6312 -3.1338 0.5859
H -5.6248 -4.6429 3.4978
H -5.5346 -2.9264 2.7295
H -4.3329 -4.1153 2.5075
C -6.3359 -9.4766 -5.8457
O -5.9359 -8.4821 -6.4103
N -5.7509 -10.6287 -5.6681
N -7.5098 -9.4532 -5.3278
H -4.7531 -10.5731 -5.8145
H -6.2268 -11.1208 -4.9256
H -8.1542 -8.6756 -5.3378
H -7.9367 -10.3286 -5.0601
C 1.9840 -12.9678 1.8034
O 1.6879 -13.0466 2.9723
N 2.9484 -12.2937 1.3639
N 1.3504 -13.4275 0.7921
H 3.1434 -11.9638 0.4294
H 3.7054 -12.2129 2.0275
H 0.4878 -13.9021 1.0179
H 1.5673 -12.9663 -0.0799
O -2.0491 -9.9009 -9.2610
H -1.3936 -9.7501 -8.5800
H -2.7172 -9.2340 -9.1029
O 7.5380 -14.0055 -7.9926
H 6.8043 -13.5411 -7.5900
H 7.8060 -14.6472 -7.3348
*
```

Calculated values
energy above the lowest of the compared OMol25 structures with the same formula, charge and spin = 737.1 kJ/mol
HOMO level = -6.063 eV

Record 4
11 unconnected molecules or ions with the total composition C26H72F9NO13PS. Source: OMol25; level of theory: wB97M-V/def2-TZVPD.

```
! RIJCOSX wB97M-V def2-TZVPD def2/J DEFGRID3
* xyz 1 1
C -0.6632 0.4863 2.2878
N 0.2365 0.1464 1.1164
C 1.5654 -0.3635 1.6075
C 2.2610 -1.3407 0.6735
C 1.3904 -2.5204 0.3087
F 0.4777 -2.7362 1.2957
F 0.6870 -2.2211 -0.8087
C 2.2242 -3.8177 0.1110
F 3.2519 -3.4885 -0.6966
F 2.7125 -4.1598 1.3105
S 1.3645 -5.3339 -0.6733
F 1.3403 -6.0858 0.7107
F 2.8026 -5.9201 -0.9742
F 1.3615 -4.5888 -2.0678
F -0.0834 -4.7495 -0.3660
F 0.7200 -6.5830 -1.3490
C 0.3974 1.3234 0.1943
P -0.9332 1.4621 -1.0499
O -2.1557 1.9204 -0.4127
O -0.2809 2.4014 -2.1283
O -0.9973 0.0507 -1.7858
H -1.2926 1.3268 2.0085
H -1.2888 -0.3743 2.5098
H -0.0290 0.7198 3.1395
H -0.2404 -0.5944 0.6000
H 1.4202 -0.7754 2.5993
H 2.1992 0.5143 1.7233
H 2.5927 -0.8654 -0.2500
H 3.1597 -1.6846 1.1885
H 1.3856 1.2925 -0.2618
H 0.3147 2.2304 0.7935
H 0.3261 1.9837 -2.7536
H -1.7940 -0.4528 -1.5619
C -1.6742 -8.4618 -0.0762
C -2.0934 -8.1838 1.3555
O -1.2007 -7.2743 1.9988
H -0.6652 -8.8740 -0.0989
H -2.3513 -9.1608 -0.5682
H -1.6718 -7.5343 -0.6542
H -2.0726 -9.0965 1.9484
H -3.1133 -7.7852 1.3869
H -1.2160 -6.4552 1.4935
C -0.5525 7.1161 -1.5968
C 0.7716 6.3830 -1.6566
O 0.6320 5.0048 -1.2784
H -0.9847 7.0701 -0.5978
H -0.4312 8.1665 -1.8598
H -1.2607 6.6665 -2.3002
H 1.4851 6.8100 -0.9522
H 1.1843 6.4521 -2.6648
H 0.0067 4.6081 -1.8927
C 4.2649 -0.9496 5.4027
C 3.6244 -0.3945 4.1497
O 2.4492 0.3788 4.4241
H 3.5544 -1.5665 5.9524
H 5.1363 -1.5558 5.1544
H 4.5900 -0.1409 6.0600
H 3.2989 -1.2075 3.5007
H 4.3345 0.2141 3.5832
H 2.6979 1.1151 4.9932
C 2.2787 7.8064 -6.9004
C 1.8599 6.5955 -6.0963
O 1.0488 6.9369 -4.9694
H 2.8269 8.5097 -6.2741
H 2.9211 7.5162 -7.7296
H 1.4021 8.3229 -7.3012
H 2.7343 6.0922 -5.6851
H 1.3268 5.8823 -6.7351
H 0.2684 7.3963 -5.2973
C -4.7263 -10.4666 3.4103
C -5.4521 -10.7487 2.1102
O -6.8709 -10.7157 2.2590
H -5.0219 -11.1825 4.1769
H -3.6462 -10.5297 3.2727
H -4.9627 -9.4648 3.7780
H -5.2252 -11.7509 1.7495
H -5.1428 -10.0366 1.3366
H -7.1010 -9.8196 2.5303
C -0.3012 9.4594 3.0220
C 0.0115 9.8122 1.5808
O -1.0391 9.4542 0.6889
H -0.5044 8.3919 3.1163
H 0.5335 9.7160 3.6754
H -1.1811 10.0038 3.3719
H 0.8843 9.2605 1.2312
H 0.2364 10.8801 1.4922
H -1.8312 9.9366 0.9483
C 7.5642 -2.0850 2.3024
C 6.8443 -1.4902 1.1106
O 5.7301 -0.6763 1.4996
H 6.8802 -2.6859 2.9032
H 8.3883 -2.7204 1.9783
H 7.9780 -1.2992 2.9388
H 6.4222 -2.2735 0.4819
H 7.5337 -0.9043 0.4968
H 6.0763 0.0448 2.0363
C -3.9215 4.6637 -1.6644
C -4.3184 6.1271 -1.7105
O -5.5533 6.3766 -1.0494
H -4.7006 4.0445 -2.1106
H -2.9881 4.4951 -2.2056
H -3.7729 4.3291 -0.6355
H -4.4734 6.4518 -2.7391
H -3.5251 6.7493 -1.2823
H -5.4587 6.1227 -0.1259
C -10.7010 -9.4000 2.5076
C -10.1799 -9.3232 3.9306
O -9.4427 -10.4790 4.3026
H -11.3273 -10.2831 2.3826
H -11.2890 -8.5154 2.2579
H -9.8760 -9.4722 1.7940
H -11.0061 -9.2637 4.6383
H -9.5699 -8.4203 4.0629
H -8.6908 -10.5616 3.7058
C 6.9733 5.3507 -6.3829
C 6.3941 6.3719 -7.3425
O 5.3299 7.1235 -6.7650
H 6.1956 4.6666 -6.0410
H 7.7627 4.7708 -6.8624
H 7.4021 5.8426 -5.5066
H 5.9588 5.8789 -8.2111
H 7.1802 7.0439 -7.7012
H 5.6790 7.5955 -6.0017
*
```

Calculated values
HOMO level = -11.100 eV

Number 1: E_tot -1799.23030 Eh, Kohn-Sham gap 9.59 eV. Number 2: E_tot -1833.48919 Eh, Kohn-Sham gap 9.51 eV. Number 3: E_tot -3135.37456 Eh, Kohn-Sham gap 7.78 eV. Number 4: E_tot -3704.74201 Eh, Kohn-Sham gap 8.56 eV.